The following is a DFT calculation (ωB97M-V/def2-TZVPD) of a gas-phase ion, C7H12N6O (charge +2) at a distorted geometry.

```
26
Properties=species:S:1:pos:R:3
C 4.16147 1.24449 -0.13332
N 2.88506 0.70172 -0.07203
C 2.49933 0.12481 1.08760
C 1.36938 -0.72158 1.16729
C 0.46349 -0.76526 0.06355
N -0.63645 -1.66664 0.21383
N -1.87215 -1.26466 -0.27921
N -2.53379 -0.30670 0.53117
C -3.64643 0.32019 0.29384
N -4.44019 0.07851 -0.75526
N -3.84282 1.47727 1.09381
O -3.98222 1.57273 2.27307
C 0.99813 -0.25351 -1.15007
C 2.11270 0.52103 -1.16399
H 4.04439 2.27738 -0.51187
H 4.69159 1.28815 0.80109
H 4.86847 0.71508 -0.80898
H 3.00800 0.27745 2.03758
H 0.98936 -1.03079 2.17588
H -0.70359 -1.98058 1.15976
H -2.38937 -2.15175 -0.39582
H -1.76298 -0.85987 -1.25773
H -4.17380 -0.68177 -1.34888
H -5.24634 0.65148 -0.78642
H 0.47577 -0.39194 -2.12083
H 2.66299 0.82478 -2.11405
```

As for the SMILES: Cn1ccc(=[NH+][NH2+]/N=C(\N)N=O)cc1. The calculation puts the molecular weight at 196.214 g mol⁻¹. As for the relative energy (zero: lowest compared OMol25 entry of this formula, charge and spin): 13.9 kcal per mole. The charge is +2. The HOMO energy (spin up / spin down) is -16.10 / -16.10 eV. The orbital gap (spin up / spin down) is 8.15 / 8.15 eV.